[1]
C2H4N2O3S | the ωB97M-V functional and the def2-TZVPD basis

Computed properties:
Frontier orbital gap in hartree: 0.3753
Highest occupied orbital energy in eV: -9.7
Relative energy (zero: lowest compared OMol25 entry of this formula, charge and spin) in kcal per mole: 59.5
Charge: 0
Electronic energy in eV: -22094.261

Element x y z (Å)
H  -0.950  -0.149  -0.267
N  -0.862  0.084  -1.235
H  -1.678  -0.074  -1.810
N  -0.945  -0.959  1.396
O  1.438  0.265  -1.196
O  1.004  -0.411  2.439
H  0.279  0.378  -2.897
H  -1.302  -1.550  2.178
O  1.035  2.027  0.833
C  0.343  0.268  -1.797
C  0.193  -0.528  1.484
S  1.443  0.649  0.872

Atoms 1-6, force components in eV/Å:
H -0.46 -0.41 0.89
N 0.97 0.41 -1.34
H 0.31 0.24 -0.01
N -3.16 -1.82 -1.11
O -0.96 0.23 -1.45
O 1.90 0.29 1.94

[2]
C19H37BBrFIN4O8PSSi2 | the ωB97M-V functional and the def2-TZVPD basis

Computed properties:
Frontier orbital gap in hartree: 0.0772
Highest occupied orbital energy in eV: -4.9
Relative energy (zero: lowest compared OMol25 entry of this formula, charge and spin) in kcal per mole: 47.1
Charge: 0
Electronic energy in eV: -160056.850

Element x y z (Å)
C  -0.927  1.566  -1.613
C  -2.500  -0.223  -1.027
F  -5.738  5.472  0.550
C  -1.113  1.078  1.540
H  -0.675  0.157  1.083
N  5.090  -4.752  0.060
H  2.138  -2.432  1.134
O  -1.181  0.170  -1.370
H  -2.585  6.108  3.883
H  3.812  -2.366  1.720
S  -6.099  -1.592  -1.583
P  0.966  1.518  -1.816
H  -4.139  6.122  1.947
H  -1.883  6.094  -0.535
H  -6.032  2.862  -0.928
N  -4.667  0.737  -1.678
B  -1.362  1.789  -3.184
O  -2.571  1.309  -3.709
C  -1.323  4.053  -0.997
H  7.382  -6.967  0.185
C  7.162  -6.527  1.160
C  -5.689  4.812  -0.642
H  -1.628  4.331  -2.024
Si  5.365  -5.940  1.247
O  -0.532  2.453  -4.102
C  5.114  -5.302  3.010
H  -2.422  -0.914  -0.157
C  -3.570  0.863  -0.655
N  -3.107  2.289  -0.492
H  2.704  -2.260  -1.697
H  2.347  2.922  -2.683
H  2.529  -5.846  -1.456
H  7.852  -5.699  1.340
C  -5.468  -0.157  -1.431
Br  -4.454  0.294  1.067
H  1.938  -5.870  0.217
C  -1.603  2.554  -0.628
O  -2.975  4.879  0.740
C  -2.467  5.333  3.101
H  5.667  -4.373  3.165
H  2.742  -3.696  2.203
C  -1.778  5.120  0.005
O  -6.045  5.394  -1.574
H  -3.330  2.505  0.500
H  4.424  -1.979  -1.341
H  -2.553  6.830  1.505
H  7.342  -7.291  1.925
C  -3.073  5.888  1.767
H  1.307  -4.681  -0.919
C  2.214  -5.223  -0.617
H  -2.488  0.342  -3.775
C  3.680  -2.748  -1.559
C  4.303  -7.486  1.014
H  5.475  -6.040  3.737
H  -1.396  5.086  2.958
H  -0.958  5.315  0.740
O  -1.606  0.946  2.611
Si  3.584  -4.009  -0.144
C  -4.049  3.145  -1.265
H  3.253  -7.299  1.244
H  4.059  -5.126  3.231
N  -5.291  3.449  -0.535
H  -0.019  2.913  0.864
H  -2.993  4.406  3.395
H  4.378  -7.851  -0.012
C  3.022  -3.039  1.379
H  -0.109  1.745  -4.622
O  -3.957  3.504  -2.364
H  3.947  -3.240  -2.497
H  -0.211  4.125  -1.000
I  2.122  0.966  0.304
H  -2.895  -0.865  -1.848
H  -1.617  3.109  1.555
C  -1.034  2.463  0.853
O  1.551  3.062  -2.144
H  4.642  -8.286  1.684

Atoms 1-6, force components in eV/Å:
C -0.63 1.29 -0.73
C 0.32 -0.89 0.41
F 0.30 -1.22 -0.25
C 1.34 -0.55 -1.11
H -0.07 0.73 -0.34
N -0.96 -0.20 0.67

[3]
C23H42Br2CaF6KLiMgNO14PS3 | the ωB97M-V functional and the def2-TZVPD basis

Computed properties:
Frontier orbital gap in hartree: 0.0310
Highest occupied orbital energy in eV: -6.3
Charge: 0
Electronic energy in eV: -293266.530

Element x y z (Å)
O  -1.058  -2.085  0.902
N  -1.495  0.143  -3.845
H  0.663  1.907  3.349
O  4.894  -2.994  0.622
H  -0.114  -3.952  -3.943
S  -1.618  2.743  -0.145
O  0.825  -1.354  -9.943
F  -3.190  -2.397  4.469
C  1.032  -0.174  -9.458
H  -0.484  0.092  -3.810
C  -4.342  -0.764  3.207
O  -0.160  0.568  -9.227
C  -1.452  1.903  3.460
C  3.275  -0.206  2.999
H  5.020  -0.317  1.938
H  -2.863  0.927  -1.964
C  -0.751  -0.462  -1.175
C  -5.095  1.882  8.795
H  -2.966  -1.290  -2.491
Br  1.415  3.052  -0.099
H  6.634  2.168  2.063
Li  3.655  -3.093  3.259
O  -4.294  2.760  9.358
Br  1.277  -3.918  3.499
C  4.725  0.132  2.899
H  -5.963  2.278  8.232
H  -2.099  0.584  -8.731
C  1.043  -0.027  1.637
H  -5.168  -2.532  4.215
C  -0.072  1.745  0.060
H  3.002  0.471  1.008
O  4.968  1.500  3.080
Mg  5.998  -1.342  0.749
O  5.576  -1.896  -1.468
H  0.824  -1.331  -2.409
F  1.809  -3.638  -1.842
F  -1.880  -3.022  -4.212
P  -2.116  -0.175  -2.439
C  -0.626  -2.881  -2.145
H  1.588  0.537  -10.117
O  -5.266  0.229  3.673
O  4.791  -4.173  -1.496
O  -5.928  0.854  5.725
H  0.746  -2.024  -0.822
H  -0.137  1.412  -2.032
H  3.319  -1.258  2.777
H  -0.389  -0.789  -6.642
C  -0.589  -3.014  -3.674
H  0.727  -0.679  2.459
O  -2.926  -0.999  0.160
H  -1.644  -2.950  -1.754
H  -2.300  3.587  4.558
H  1.177  0.595  -1.255
C  2.439  0.566  1.949
H  -2.630  1.894  0.140
H  5.281  -0.405  3.677
F  1.947  0.946  -7.533
O  -4.634  -0.972  5.459
O  3.230  -2.395  -1.052
F  1.707  -1.188  -7.330
H  5.179  3.164  1.914
K  2.908  5.338  0.460
C  0.125  -1.647  -1.636
H  -4.622  1.204  8.033
Ca  -0.141  5.270  2.365
C  -4.382  -1.782  4.316
H  -3.358  -0.312  3.089
S  4.611  -2.897  -0.862
H  -5.560  1.125  9.474
H  5.264  1.664  1.008
H  1.187  -0.662  0.764
S  -1.520  -0.852  0.423
H  -1.234  2.556  5.580
C  -0.095  1.006  1.458
H  -0.078  -3.743  -1.767
C  -1.046  0.008  -6.982
C  1.985  -0.222  -8.202
H  -4.655  -1.172  2.250
H  -1.540  0.921  3.909
H  -0.621  0.957  -6.657
H  -0.159  3.091  2.275
C  0.113  0.816  -1.150
F  3.256  -0.391  -8.597
O  -1.383  0.353  1.522
C  -5.336  0.111  5.021
C  5.546  2.139  1.955
H  -2.002  -0.139  -6.482
C  -1.226  -0.026  -8.491
C  -0.142  2.049  2.630
H  -0.071  -2.182  -4.144
H  -2.314  2.178  2.861
H  -0.560  3.672  4.401
H  -1.455  -1.033  -8.846
H  2.932  0.056  3.998
C  -1.393  2.986  4.597
H  2.445  1.626  2.196

Atoms 1-6, force components in eV/Å:
O 2.44 -0.83 1.43
N 0.11 0.17 0.87
H 0.29 0.15 -0.29
O 1.46 1.74 2.96
H 0.02 -0.03 -0.16
S 0.23 1.13 -0.01